Record 1
{
  "formula": "C5H12O2",
  "method": "the ωB97M-V functional and the def2-TZVPD basis",
  "elements": ["C", "C", "C", "O", "C", "C", "O", "H", "H", "H", "H", "H", "H", "H", "H", "H", "H", "H", "H"],
  "positions_angstrom": [[-1.605, 1.441, -1.346], [-1.202, -0.012, -1.272], [-0.402, -0.579, -0.360], [-0.342, -1.920, -0.206], [0.284, 0.254, 0.684], [1.186, -0.301, 1.801], [1.701, -1.613, 1.544], [-1.214, 1.964, -2.229], [-2.700, 1.517, -1.399], [-1.294, 2.025, -0.470], [-1.635, -0.699, -1.985], [0.448, -2.123, 0.327], [-0.774, 0.343, 1.047], [0.649, 1.223, 0.322], [0.566, -0.321, 2.700], [2.030, 0.375, 2.009], [1.793, -2.060, 2.396], [0.965, 0.224, -2.014], [1.546, 0.263, -1.549]],
  "lowdin_charge": [-0.107, -0.183, -0.481, 0.057, -0.125, -0.212, -0.081, 0.069, 0.071, 0.061, 0.108, 0.077, 0.146, 0.109, 0.115, 0.118, 0.105, 0.077, 0.078],
  "e_above_lowest_kcal_mol": 78.1,
  "homo_ev": -7.75,
  "smiles": "C/C=C(/O)CCO.[H][H]",
  "lumo_energy_ha": 0.01993,
  "max_force_ev_per_a": 2.1,
  "multiplicity": 1
}

Record 2
{
  "formula": "C5H12O2",
  "method": "the ωB97M-V functional and the def2-TZVPD basis",
  "elements": ["C", "C", "C", "O", "C", "C", "O", "H", "H", "H", "H", "H", "H", "H", "H", "H", "H", "H", "H"],
  "positions_angstrom": [[-0.844, 2.133, 1.570], [0.113, 1.140, 0.920], [-0.536, 0.235, -0.122], [-1.533, 0.798, -0.895], [1.268, -1.433, -0.182], [0.714, -2.594, -0.974], [0.571, -0.161, -1.016], [-1.258, 2.841, 0.843], [-1.684, 1.642, 2.072], [-0.306, 2.722, 2.319], [0.933, 1.673, 0.423], [0.584, 0.484, 1.656], [-0.940, -0.683, 0.313], [-1.281, 1.704, -1.115], [2.307, -1.246, -0.487], [-0.387, -2.627, -0.930], [1.003, -2.669, -2.042], [1.062, -3.504, -0.474], [0.213, -0.455, -1.879]],
  "lowdin_charge": [-0.093, -0.184, -0.408, 0.032, -0.134, -0.210, -0.094, 0.068, 0.082, 0.076, 0.124, 0.108, 0.148, 0.107, 0.035, 0.062, 0.063, 0.070, 0.147],
  "e_above_lowest_kcal_mol": 102.9,
  "homo_ev": -7.08,
  "lumo_energy_ha": 0.02197,
  "max_force_ev_per_a": 0.4,
  "multiplicity": 1
}